# 1
Formula: C6H15INO2
Source: the OMol25 dataset
Level of theory: ωB97M-V with the def2-TZVPD basis set

```
25
Properties=species:S:1:pos:R:3:forces:R:3
I 34.1850 20.6500 37.6340 0.04 0.19 0.00
C 33.7060 23.9930 42.4970 7.08 1.28 4.28
O 34.5780 24.7180 41.5810 -0.35 -0.87 -0.44
C 34.9890 23.8040 40.4930 0.93 -0.02 3.91
C 35.8560 24.5250 39.5220 1.80 0.55 1.85
N 36.5720 23.5290 38.7170 -2.29 0.12 -0.34
C 37.2510 24.2220 37.6460 1.93 1.82 1.50
C 38.1620 23.2600 37.0390 0.75 3.80 -3.71
O 39.1260 24.0470 36.1470 0.15 -2.47 0.31
C 40.1300 23.1070 35.6210 3.47 4.23 2.90
H 32.8470 24.1120 42.0650 -5.64 0.04 -1.60
H 33.8900 24.6940 43.5080 -1.14 -2.17 -2.37
H 34.0100 22.8810 42.7490 -0.45 2.15 -0.75
H 34.1270 23.2720 40.1430 -0.37 -0.34 -0.67
H 35.6160 23.1580 41.1890 -0.37 -0.30 -1.92
H 36.6540 25.0900 40.2830 -1.96 -0.90 -2.41
H 35.2620 25.1970 38.8740 0.35 0.27 0.47
H 35.7490 23.0030 38.2220 1.92 0.39 1.09
H 37.9750 25.0770 37.9210 -1.51 -0.84 0.54
H 36.5270 24.6350 36.9720 -0.20 0.32 -0.91
H 37.5120 22.6560 36.5450 -1.42 -2.12 -2.79
H 38.6510 22.6110 37.6130 2.45 -1.84 3.14
H 39.6660 22.3470 35.2100 -2.35 -3.93 -2.21
H 40.7880 22.6540 36.5220 -1.19 1.18 -1.93
H 40.8420 23.5800 34.7890 -1.63 -0.58 2.08
```
Forces are in eV/Å.

E_HOMO (eV): -3.820
Total charge: -1
Gap between HOMO and LUMO (eV): 7.02
LUMO (eV): 3.197



# 2
Formula: C2H8N3O
Source: the OMol25 dataset
Level of theory: ωB97M-V with the def2-TZVPD basis set

```
14
Properties=species:S:1:pos:R:3:forces:R:3
C -0.6861 1.5535 -1.1138 0.01 -0.99 0.43
N 0.5578 0.7943 -0.7879 -0.85 1.15 -0.86
C 0.5553 -0.2297 -0.0078 -1.36 -3.61 1.97
N 1.6704 -0.8393 0.4692 -1.11 0.19 0.30
O -0.7105 -0.8673 0.1846 2.00 1.67 -1.42
N -1.1794 -1.2566 1.4871 2.19 1.11 0.37
H -0.8804 1.4167 -2.1996 -0.04 0.49 0.85
H -0.4698 2.5631 -0.7645 -0.42 0.10 -0.53
H -1.4764 1.0931 -0.4892 0.30 0.60 -0.72
H 1.3616 1.2096 -1.2585 0.23 -0.77 0.61
H 2.5022 -0.2554 0.3846 -0.02 -0.78 0.40
H 1.6595 -1.7166 1.0718 -0.02 1.95 -1.30
H -0.7307 -2.1380 1.6164 -0.37 -0.95 0.37
H -2.1736 -1.3274 1.4078 -0.53 -0.17 -0.47
```
Forces are in eV/Å.

SMILES: C/[NH+]=C(/N)ON
E_HOMO (eV): -14.601
Total charge: +1
Gap between HOMO and LUMO (eV): 11.26
LUMO (eV): -3.339